The following is a DFT calculation (ωB97M-V with the def2-TZVPD basis set) of a molecular structure, C45H42AsBrFeN3O4PS2.

Calculated values
* F_max: 0.006 Eh/bohr
* multiplicity: 6
* HOMO (spin up / spin down): -9.71 / -10.83 eV
* charge: +1

Each line ends with the Mulliken spin population.
CARTESIAN COORDINATES (ANGSTROEM)
Fe1 0.004 0.064 0.186  3.507
O1 3.194 -0.385 5.376  0.000
S1 2.402 -1.364 4.688  -0.002
O2 2.171 -2.626 5.333  -0.001
N1 0.999 -0.702 4.173  0.088
C1 0.969 -0.646 2.865  0.020
O3 0.002 -0.151 2.196  0.070
C2 2.181 -1.182 2.175  0.243
C3 2.401 -1.180 0.700  -0.041
C4 3.751 -1.746 0.359  0.273
C5 4.607 -2.234 1.293  -0.034
C6 4.319 -2.197 2.684  0.332
C7 3.093 -1.646 3.062  0.020
H1 1.674 -1.880 0.254  0.074
H2 4.013 -1.784 -0.692  -0.029
H3 5.557 -2.642 0.971  0.015
H4 5.027 -2.559 3.415  -0.040
O4 -1.023 -1.647 -0.056  0.124
S2 -0.646 -3.084 -0.412  0.012
C8 -2.220 -3.907 -0.475  0.010
C9 -3.331 -3.335 0.122  0.001
C10 -4.540 -4.012 0.059  0.000
C11 -4.622 -5.236 -0.592  0.000
C12 -3.499 -5.790 -1.192  0.000
C13 -2.286 -5.122 -1.141  -0.001
C14 0.050 -3.765 1.069  0.010
C15 -0.463 -3.433 2.318  -0.006
C16 0.169 -3.925 3.444  0.001
C17 1.289 -4.742 3.315  -0.011
C18 1.786 -5.070 2.064  0.014
C19 1.170 -4.570 0.923  -0.001
H5 -3.244 -2.377 0.617  -0.003
H6 -5.419 -3.584 0.521  0.000
H7 -5.568 -5.757 -0.637  0.000
H8 -3.569 -6.740 -1.705  0.000
H9 -1.405 -5.540 -1.613  0.000
H10 -1.312 -2.766 2.402  0.003
H11 -0.179 -3.645 4.428  0.000
H12 1.789 -5.093 4.207  -0.003
H13 2.664 -5.696 1.971  0.001
H14 1.564 -4.789 -0.062  0.000
C20 -2.803 2.353 1.469  0.008
As1 -1.889 1.768 -0.138  0.065
C21 -3.346 0.864 -1.052  0.000
C22 -1.796 3.427 -1.146  0.007
H15 -3.683 2.938 1.204  0.000
H16 -2.132 2.955 2.077  0.000
H17 -3.104 1.478 2.042  -0.001
H18 -4.247 1.475 -1.007  0.000
H19 -3.527 -0.100 -0.579  0.000
H20 -3.074 0.691 -2.090  0.000
H21 -2.781 3.654 -1.553  0.001
H22 -1.077 3.352 -1.958  -0.001
H23 -1.489 4.225 -0.473  0.000
N2 2.053 0.140 0.090  0.143
P1 3.040 1.403 0.272  -0.089
C23 4.032 1.686 -1.213  0.008
C24 3.917 0.803 -2.280  -0.005
C25 4.721 0.957 -3.403  0.001
C26 5.641 1.992 -3.457  0.000
C27 5.767 2.874 -2.388  0.001
C28 4.973 2.717 -1.266  0.002
C29 2.035 2.881 0.539  0.033
C30 2.143 4.007 -0.278  0.005
C31 1.427 5.159 0.019  0.002
C32 0.600 5.196 1.131  -0.002
C33 0.458 4.067 1.926  0.019
C34 1.155 2.908 1.625  0.054
C35 4.270 1.285 1.588  0.053
C36 5.554 0.838 1.266  0.030
C37 6.520 0.726 2.250  0.001
C38 6.216 1.059 3.564  0.008
C39 4.945 1.503 3.893  0.007
C40 3.976 1.622 2.909  0.000
H24 3.191 0.001 -2.228  0.001
H25 4.629 0.266 -4.230  0.000
H26 6.271 2.111 -4.329  0.000
H27 6.493 3.674 -2.427  0.000
H28 5.095 3.388 -0.423  0.000
H29 2.800 4.000 -1.136  0.000
H30 1.526 6.029 -0.616  0.000
H31 0.062 6.103 1.376  0.000
H32 -0.187 4.089 2.795  0.000
H33 0.998 2.026 2.234  -0.030
H34 5.804 0.574 0.247  -0.010
H35 7.511 0.378 1.991  -0.001
H36 6.972 0.970 4.333  0.000
H37 4.692 1.735 4.916  0.000
H38 2.992 1.958 3.198  -0.004
Br1 -1.664 -1.795 -3.406  0.000
C41 -0.628 -0.225 -3.643  0.003
C42 -0.525 0.285 -4.930  0.001
C43 0.239 1.422 -5.115  0.000
C44 0.860 1.999 -4.017  0.001
C45 0.684 1.407 -2.782  0.053
N3 -0.045 0.303 -2.579  -0.006
H39 -1.027 -0.205 -5.751  0.000
H40 0.346 1.850 -6.103  0.000
H41 1.470 2.887 -4.111  0.000
H42 1.138 1.838 -1.899  -0.006

The following is a DFT calculation (ωB97M-V with the def2-TZVPD basis set) of 10 unconnected molecules or ions with the total composition C45H42BF4O27 in a non-equilibrium geometry.

Calculated values
* F_max: 0.279 Eh/bohr
* HOMO: -6.65 eV
* charge: -1

Each line ends with the Mulliken charge.
CARTESIAN COORDINATES (ANGSTROEM)
B1 -0.393 -0.189 -0.191  -0.129
F1 -1.716 -0.792 -0.128  -1.043
F2 0.179 -0.545 0.960  0.137
F3 0.431 -0.863 -1.131  0.570
F4 -0.436 1.082 -0.310  0.098
C1 4.338 1.826 0.550  -0.616
C2 3.200 1.078 1.297  0.530
C3 3.444 -0.236 1.828  0.337
O1 2.740 -0.695 2.537  -0.427
C4 4.751 -0.829 1.662  -0.704
C5 5.865 -0.046 0.917  0.319
C6 5.681 1.315 0.382  0.338
O2 6.569 1.882 -0.272  -0.613
O3 7.110 -0.604 0.653  -0.495
O4 1.933 1.629 1.499  -0.244
H1 4.031 2.738 0.047  0.387
H2 5.076 -1.676 2.236  0.556
H3 6.975 -1.505 0.919  0.373
H4 1.236 1.067 1.470  -0.057
C7 0.101 -4.215 -5.843  -0.985
C8 1.505 -3.649 -5.837  0.014
C9 2.014 -2.759 -4.816  0.870
O5 3.179 -2.417 -4.911  -0.582
C10 0.943 -2.402 -3.815  -0.813
C11 -0.343 -2.959 -3.823  1.207
C12 -0.891 -3.926 -4.897  0.247
O6 -2.059 -4.311 -4.876  -0.590
O7 -1.263 -2.550 -2.859  -0.547
O8 2.469 -4.132 -6.709  -0.539
H5 -0.167 -4.931 -6.528  0.532
H6 1.197 -1.781 -3.054  0.377
H7 -0.590 -2.074 -2.207  0.170
H8 3.231 -3.586 -6.767  0.351
C13 -1.418 -4.691 3.809  -0.864
C14 -0.774 -3.349 3.458  -0.316
C15 -1.039 -2.200 4.278  1.454
O9 -0.437 -1.180 4.088  -0.698
C16 -1.658 -2.435 5.499  -0.434
C17 -2.274 -3.814 5.988  0.415
C18 -2.152 -4.905 4.981  0.502
O10 -2.707 -6.000 5.253  -0.647
O11 -2.694 -4.124 7.344  -0.435
O12 -0.081 -3.071 2.318  -0.376
H9 -1.321 -5.505 3.126  0.483
H10 -1.758 -1.574 6.238  0.238
H11 -2.623 -3.294 7.645  0.339
H12 0.189 -2.100 2.554  0.094
C19 3.057 3.980 -3.371  -0.668
C20 2.019 3.538 -2.257  -0.214
C21 1.707 4.568 -1.212  0.801
O13 0.971 4.228 -0.320  -0.303
C22 2.238 5.928 -1.359  -1.171
C23 3.139 6.321 -2.490  0.564
C24 3.540 5.338 -3.396  0.406
O14 4.412 5.573 -4.239  -0.578
O15 3.353 7.600 -2.813  -0.447
O16 1.347 2.329 -2.066  0.321
H13 3.305 3.105 -4.181  0.253
H14 1.655 6.545 -0.827  0.543
H15 3.005 8.203 -2.146  0.336
H16 0.918 2.676 -1.329  0.026
C25 5.715 -3.015 -1.860  -1.045
C26 5.803 -1.613 -2.653  0.082
C27 4.881 -0.600 -2.609  0.759
O17 5.019 0.493 -3.193  -0.724
C28 3.728 -0.924 -1.779  1.081
C29 3.491 -2.269 -1.092  -0.412
C30 4.537 -3.240 -0.992  0.532
O18 4.439 -4.230 -0.264  -0.616
O19 2.303 -2.576 -0.493  -0.650
O20 6.943 -1.405 -3.462  -0.558
H17 6.617 -3.707 -1.820  0.367
H18 3.071 -0.008 -1.701  0.374
H19 1.855 -1.740 -0.465  0.218
H20 6.775 -0.749 -4.046  0.326
C31 -4.003 0.274 4.449  -1.074
C32 -3.646 -0.463 3.115  -0.510
C33 -4.028 -1.698 2.856  1.876
O21 -3.929 -2.338 1.851  -0.590
C34 -4.707 -2.465 3.989  -0.633
C35 -4.991 -1.799 5.351  0.532
C36 -4.668 -0.388 5.535  -0.220
O22 -4.899 0.150 6.539  -0.525
O23 -5.485 -2.574 6.328  -0.479
O24 -3.056 0.223 2.146  1.097
H21 -3.845 1.257 4.505  0.907
H22 -5.014 -3.614 3.790  0.104
H23 -5.645 -3.409 6.199  0.329
H24 -2.601 -0.244 1.332  -0.322
C37 -0.946 1.072 -4.218  -0.631
C38 -2.450 1.028 -4.484  0.553
O25 -3.088 1.881 -5.136  -0.635
C39 -3.262 0.027 -3.664  -0.581
H25 -0.854 1.372 -3.024  -0.065
H26 -0.244 1.775 -4.664  0.527
H27 -0.589 0.287 -4.756  0.419
H28 -4.274 0.432 -3.784  0.382
H29 -3.052 -0.184 -2.686  -0.141
H30 -3.243 -1.082 -4.072  0.187
C40 -1.771 4.271 1.132  -1.271
C41 -1.899 3.891 2.547  0.775
O26 -2.702 4.484 3.324  -0.679
C42 -0.802 2.949 2.999  -0.190
H31 -1.765 3.439 0.508  0.144
H32 -1.017 4.921 0.726  0.502
H33 -2.584 4.808 0.628  0.510
H34 -0.573 2.886 4.168  0.273
H35 0.019 3.415 2.405  0.236
H36 -1.136 1.826 2.754  -0.259
C43 -5.213 2.955 1.101  -1.335
C44 -5.592 1.601 1.034  1.048
O27 -6.335 0.992 1.791  -0.638
C45 -5.183 0.877 -0.300  -0.227
H37 -4.871 3.233 2.192  0.169
H38 -5.826 3.591 0.752  0.723
H39 -4.378 2.951 0.554  0.156
H40 -5.369 1.609 -1.336  0.230
H41 -5.645 -0.010 -0.250  0.624
H42 -4.271 0.739 -0.358  -0.686

Total energy: -9416.26169 -4195.19455 (hartree)
Energy above the lowest of the compared OMol25 structures with the same formula, charge and spin: 11.4 145.0 (kcal per mole)